1.
This record from the OMol25 dataset describes 2 unconnected molecules or ions with the total composition C31H31BF4O2S in a non-equilibrium geometry. The level of theory is ωB97M-V with the def2-TZVPD basis set.

```
! RIJCOSX wB97M-V def2-TZVPD def2/J DEFGRID3
* xyz 0 1
C -0.7104 0.7462 3.8803
C -1.2958 1.9609 3.1703
C -1.5771 3.0044 4.2484
O -0.2540 2.5125 2.3223
B -0.7478 2.4679 1.0368
C 0.2105 1.8679 -0.1854
C 1.6752 1.7876 0.1395
C 2.4695 0.6816 -0.2184
C 3.8476 0.7236 0.0162
F 4.6274 -0.3630 -0.3479
C 4.5009 1.8183 0.5657
C 3.6902 2.9180 0.8603
F 4.3015 4.0821 1.2732
C 2.3042 2.9049 0.7268
C -0.3251 1.1188 -1.3642
C -1.6816 0.7651 -1.4726
C -2.1661 0.2437 -2.6624
F -3.4603 -0.2283 -2.6888
C -1.4021 0.1432 -3.8261
C -0.0826 0.5576 -3.7121
F 0.7392 0.5149 -4.8200
C 0.4648 1.0402 -2.5242
O -2.1144 2.3196 0.9359
C -2.5187 1.6853 2.1780
C -2.7878 0.2117 1.9097
C -3.8128 2.3824 2.5602
H -1.4740 0.2610 4.5001
H -0.2661 -0.0063 3.2114
H 0.0824 1.0923 4.5627
H -2.3218 2.6539 4.9751
H -0.6464 3.1845 4.7966
H -1.9144 3.9470 3.8054
H 0.0598 2.9561 -0.4823
H 2.0213 -0.2068 -0.6755
H 5.5777 1.8394 0.7040
H 1.7291 3.7841 1.0143
H -2.3644 0.9387 -0.6526
H -1.7999 -0.2294 -4.7609
H 1.4851 1.4291 -2.5174
H -3.1169 -0.3193 2.8129
H -3.5959 0.1128 1.1770
H -1.9167 -0.3139 1.4993
H -4.2114 2.0203 3.5188
H -3.6525 3.4677 2.6184
H -4.5726 2.2031 1.7915
C 3.1316 -2.3789 -5.3001
C 2.3923 -2.4894 -4.0073
C 3.0562 -2.3791 -2.7867
C 2.3550 -2.3962 -1.5882
C 0.9340 -2.4404 -1.5848
C 0.1711 -2.3006 -0.3695
C 0.6216 -2.1398 0.9352
C -0.3335 -2.5461 1.9153
C -1.5399 -2.9592 1.3536
C -2.7109 -3.5523 2.0366
S -1.5411 -2.6654 -0.3551
C 0.2878 -2.6964 -2.8128
C 1.0165 -2.7563 -3.9898
H 2.5049 -1.9466 -6.0834
H 4.0140 -1.7469 -5.1910
H 3.4674 -3.3640 -5.6438
H 4.1371 -2.2776 -2.7833
H 2.9091 -2.3837 -0.6449
H 1.6226 -1.7753 1.1541
H -0.1470 -2.5511 2.9954
H -2.4309 -3.9742 3.0085
H -3.4892 -2.7974 2.1990
H -3.1382 -4.3344 1.4042
H -0.7895 -2.8637 -2.8337
H 0.5022 -2.9668 -4.9280
*
```

Output
SMILES string: CC1(C)OB(C(c2cc(F)cc(F)c2)c2cc(F)cc(F)c2)OC1(C)C.Cc1ccc(-c2ccc(C)s2)cc1
LUMO energy (eV): 0.29
HOMO (eV): -7.59
Orbital gap (eV): 7.889

=====

2.
This record from the OMol25 dataset describes H2N2O2 in the gas phase in a non-equilibrium geometry. The level of theory is ωB97M-V with the def2-TZVPD basis set.

```
! RIJCOSX wB97M-V def2-TZVPD def2/J DEFGRID3
* xyz 0 1
N -0.2320 -0.0943 -0.3269
N -1.8208 0.0517 -0.0150
O -2.2198 -1.0384 -0.0247
O -2.3970 1.0753 0.0484
H 0.2266 -0.8616 0.1591
H 0.2810 0.7386 -0.1884
*
```

Output
SMILES string: N[N+](=O)[O-]
LUMO energy (eV): 0.69
HOMO (eV): -11.08
Orbital gap (eV): 11.772

=====

3.
This record from the OMol25 dataset describes C6H8 in the gas phase in a non-equilibrium geometry. The level of theory is ωB97M-V with the def2-TZVPD basis set.

```
! RIJCOSX wB97M-V def2-TZVPD def2/J DEFGRID3
* xyz 0 1
C -1.3390 2.2460 -1.5729
C -0.8723 0.9564 -1.3181
C -0.0423 0.5777 -0.2083
C 0.1299 -0.6527 0.1887
C 0.8222 -0.9233 1.3760
C 1.1698 -2.1724 1.7670
H -1.7450 2.5548 -2.5095
H -0.8157 2.9609 -1.0250
H -0.8860 0.1095 -2.1185
H 0.5483 1.3747 0.1098
H -0.2633 -1.4327 -0.4282
H 0.8978 -0.2093 2.0528
H 0.5968 -2.9742 1.1263
H 1.7987 -2.4154 2.5601
*
```

Output
SMILES string: C=C/C=C/C=C
LUMO energy (eV): 0.27
HOMO (eV): -8.23
Orbital gap (eV): 8.499

=====

4.
This record from the OMol25 dataset describes a molecular structure, C42H39BF2N6O4RuS2 in a non-equilibrium geometry. The level of theory is ωB97M-V with the def2-TZVPD basis set.

```
! RIJCOSX wB97M-V def2-TZVPD def2/J DEFGRID3
* xyz -1 6
Ru -1.8456 0.4905 1.1922
C -5.9915 2.4193 4.3871
C -4.8746 1.4459 4.7673
N -5.0620 0.2261 5.0807
N -3.8213 -0.4501 5.2556
C -3.8522 -1.5671 4.7112
S 0.7047 0.2970 1.5392
S -2.5991 -2.7955 4.5086
C -1.2038 -1.6386 4.0265
C -0.2260 -1.3635 5.1303
C -0.6045 -0.6345 6.2858
C 0.3646 -0.1671 7.1960
C 1.6862 -0.5262 7.0303
C 2.0539 -1.3419 6.0153
C 1.0979 -1.7440 5.0176
C -3.5306 2.0749 4.7540
C -3.2160 2.8938 5.7898
C -1.8981 3.3935 5.9569
C -0.9785 2.9671 5.0436
C -1.3217 2.2383 3.8850
C -2.5809 1.7253 3.7405
O -3.0414 1.0483 2.7770
H -6.0548 3.2635 5.0772
H -5.8133 2.8820 3.4068
H -6.9260 1.8855 4.3601
H -0.7590 -2.1508 3.1520
H -1.7887 -0.7180 3.7928
H -1.5649 -0.2711 6.3925
H 0.0613 0.4702 8.0019
H 2.4236 -0.0377 7.7239
H 3.0644 -1.4452 5.7994
H 1.3714 -2.2799 4.0610
H -3.9041 3.1420 6.6311
H -1.6157 3.9335 6.8389
H 0.0623 3.3249 5.1109
H -0.5662 1.9923 3.1899
F -4.0233 -2.6943 -3.1180
C -3.5017 -1.5107 -2.6392
C -3.1924 -1.4309 -1.3019
C -2.5001 -0.3094 -0.8568
C -2.2384 0.7452 -1.8094
C -2.7789 0.6619 -3.0526
F -2.6242 1.6902 -3.9503
C -3.3690 -0.4712 -3.5388
C -1.4964 2.0049 -1.3757
C -0.8685 2.9732 -2.2368
C -0.2328 4.0335 -1.6620
C -0.2056 4.2849 -0.3136
C -0.9014 3.3285 0.4207
N -1.4739 2.2261 -0.0779
H -3.3490 -2.1727 -0.5543
H -3.7180 -0.5103 -4.5697
H -0.8710 2.9015 -3.2941
H 0.3264 4.7011 -2.4113
H 0.3601 5.0821 0.1165
H -0.9554 3.5013 1.4697
C 1.1132 -0.3481 -6.3263
C 2.5621 -0.0843 -5.8461
C 3.6151 -0.9391 -6.5374
C 2.9360 1.3561 -6.2991
C 2.7126 -0.0093 -4.2823
C 3.9220 -0.1708 -3.7655
C 4.1408 -0.1461 -2.3361
C 3.0784 0.1421 -1.5528
O 2.9513 0.1589 -0.2095
B 1.5122 0.4267 0.0226
O 0.8786 0.5086 -1.2556
C 1.7752 0.3286 -2.1816
C 1.5703 0.2751 -3.5127
H 1.0714 -0.3815 -7.3417
H 0.4548 0.4851 -5.9669
H 0.8186 -1.3479 -5.9861
H 3.5351 -0.8778 -7.6607
H 3.5204 -1.9806 -6.2268
H 4.6371 -0.6229 -6.4343
H 2.8817 1.3805 -7.4276
H 3.9029 1.6101 -5.9931
H 2.2795 2.1582 -5.8589
H 4.8103 -0.5277 -4.2987
H 5.1571 -0.2284 -1.9578
H 0.5538 0.4450 -3.8100
C 4.5853 -3.6789 -1.3558
N 3.2155 -3.4572 -1.6380
C 2.2573 -3.1710 -0.7033
C 1.0181 -2.9024 -1.0319
C 0.5949 -3.1418 -2.4143
N 1.4903 -3.3387 -3.3321
C 2.7641 -3.6905 -2.9812
O 3.5382 -4.2462 -3.7580
N -0.7161 -3.0593 -2.7745
H 4.7867 -3.9345 -0.3430
H 5.1821 -2.8632 -1.7456
H 4.7891 -4.5614 -1.9994
H 2.5710 -3.0280 0.2974
H 0.2517 -2.7072 -0.2325
H -1.3924 -2.7233 -2.0787
H -0.9623 -3.1246 -3.7375
*
```

Output
<S²>: 8.768
LUMO energy (alpha / beta) (eV): 2.41 / 1.63
HOMO (alpha / beta) (eV): -5.08 / -5.53
Orbital gap (alpha / beta) (eV): 7.486 / 7.157

=====

Let's list ΔE to the lowest compared entry with this formula, charge and spin in order: 26.8, 49.2, 56.0, 66.0 kcal/mol.